Record 1
5 unconnected molecules or ions with the total composition C21H28Br8FO3P at a distorted geometry. Source: the Open Molecules 2025 dataset; level of theory: wB97M-V/def2-TZVPD.

As for the calculated total energy: -600719.459 eV. Its charge is 0. The highest occupied orbital energy is -9.711 eV. The SMILES is O=[PH2]C1=CC(=O)c2c(CCCF)cccc2C1=O.BrCCBr.BrCCBr.BrCCBr.BrCCBr.

CARTESIAN COORDINATES (ANGSTROEM)
O1 2.38 -3.77 4.06
P1 3.22 -3.34 2.91
C1 2.32 -1.98 2.06
C2 1.44 -2.31 1.13
C3 0.66 -1.20 0.49
O2 0.32 -1.24 -0.68
C4 0.35 -0.05 1.42
C5 -0.85 0.65 1.35
C6 -1.93 0.33 0.33
C7 -2.49 -1.10 0.69
C8 -2.55 -1.37 2.18
F1 -3.18 -0.35 2.87
C9 -1.04 1.66 2.27
C10 -0.10 1.98 3.20
C11 1.08 1.29 3.28
C12 1.29 0.29 2.38
C13 2.54 -0.54 2.41
O3 3.64 -0.09 2.67
H1 3.31 -4.41 1.99
H2 4.46 -2.92 3.41
H3 1.27 -3.35 0.88
H4 -2.73 1.07 0.35
H5 -1.47 0.32 -0.66
H6 -3.53 -1.12 0.35
H7 -1.92 -1.88 0.20
H8 -1.58 -1.62 2.62
H9 -3.18 -2.26 2.32
H10 -1.96 2.23 2.29
H11 -0.29 2.76 3.93
H12 1.84 1.52 4.01
Br1 -5.29 0.61 -1.13
C14 -6.99 -0.28 -0.78
C15 -6.79 -1.58 -0.05
Br2 -6.15 -2.98 -1.25
H13 -7.49 -0.39 -1.73
H14 -7.55 0.42 -0.16
H15 -7.74 -1.95 0.34
H16 -6.07 -1.51 0.76
Br3 8.87 1.44 2.27
C16 7.86 0.45 0.93
C17 6.52 0.01 1.45
Br4 6.69 -1.52 2.64
H17 8.49 -0.37 0.61
H18 7.74 1.15 0.10
H19 5.89 -0.33 0.63
H20 6.01 0.79 2.01
Br5 8.60 0.17 -2.35
C18 8.45 1.71 -3.52
C19 7.96 2.92 -2.78
Br6 6.05 2.82 -2.42
H21 7.79 1.42 -4.34
H22 9.45 1.88 -3.91
H23 8.09 3.82 -3.38
H24 8.45 3.05 -1.82
Br7 -7.69 -0.82 -5.00
C20 -9.03 0.56 -5.31
C21 -8.63 1.86 -4.65
Br8 -8.91 1.79 -2.73
H25 -9.97 0.17 -4.93
H26 -9.08 0.68 -6.39
H27 -9.26 2.67 -5.01
H28 -7.59 2.11 -4.81

Atomic partial charges in e from the Mulliken method, atoms 1 to 5: -0.684 0.596 0.546 -0.699 0.306

***

Record 2
2 unconnected molecules or ions with the total composition C3H9S at a distorted geometry. Source: the Open Molecules 2025 dataset; level of theory: wB97M-V/def2-TZVPD.

As for the calculated total energy: -14092.558 eV. Its charge is -1. The highest occupied orbital energy is -2.053 eV. Its relative energy (zero: lowest compared OMol25 entry of this formula, charge and spin) is 57.78 kJ/mol.

CARTESIAN COORDINATES (ANGSTROEM)
C1 -1.35 -1.87 -0.25
C2 -0.13 -2.24 -1.07
H1 -1.11 -1.23 0.60
H2 -2.12 -1.38 -0.83
H3 -1.82 -2.77 0.18
H4 -0.52 -2.78 -1.93
H5 0.59 -2.81 -0.49
H6 0.31 -1.33 -1.47
C3 0.46 2.31 1.33
S1 0.58 1.07 -0.04
H7 -0.49 2.30 1.85
H8 0.53 3.31 0.89
H9 1.31 2.14 1.99

Atomic partial charges in e from the Mulliken method, atoms 1 to 5: -0.821 -0.752 0.200 0.265 0.317

***

Record 3
A gas-phase ion, C5H11N (charge -1) at a distorted geometry. Source: the Open Molecules 2025 dataset; level of theory: wB97M-V/def2-TZVPD.

As for the calculated total energy: -6849.943 eV. Its charge is -1. Its spin multiplicity is 2. The highest occupied orbital energy (alpha / beta) is 1.434 / -4.242 eV. As for the expectation value of S²: 0.7503. Its relative energy (zero: lowest compared OMol25 entry of this formula, charge and spin) is 180.93 kJ/mol.

CARTESIAN COORDINATES (ANGSTROEM)
C1 1.95 -0.86 -2.30
C2 0.68 -1.01 -1.53
C3 0.35 -0.02 -0.68
N1 -0.92 0.28 -0.14
C4 -1.17 1.09 1.18
C5 -1.23 0.38 2.59
H1 2.76 -1.59 -2.19
H2 2.49 -0.02 -2.14
H3 1.77 -0.87 -3.28
H4 0.03 -1.83 -1.65
H5 1.02 0.75 -0.64
H6 -1.55 -0.42 -0.32
H7 -0.32 1.86 1.16
H8 -2.18 1.55 0.99
H9 -1.71 1.14 3.31
H10 -1.79 -0.60 2.71
H11 -0.15 0.18 2.93

Atomic partial charges in e from the Mulliken method, atoms 1 to 5: -1.416 -0.052 -0.908 0.258 -1.561

***

Record 4
C22H26ClNO3S in the gas phase. Source: the Open Molecules 2025 dataset; level of theory: wB97M-V/def2-TZVPD.

As for the calculated total energy: -54227.264 eV. Its charge is 0. The highest occupied orbital energy is -8.852 eV. The SMILES is CCOC(=O)C1(Cc2ccccc2Cl)CCN(Cc2csc(C(C)=O)c2)CC1.

CARTESIAN COORDINATES (ANGSTROEM)
C1 4.36 -1.17 -2.44
C2 3.79 -1.04 -1.04
H1 4.06 -0.07 -0.59
H2 4.16 -1.83 -0.38
O1 2.37 -1.13 -1.12
C3 1.71 -1.18 0.04
O2 2.25 -1.11 1.11
C4 0.21 -1.34 -0.18
C5 -0.54 -0.92 1.09
C6 -0.42 0.58 1.32
N1 -0.93 1.32 0.18
C7 -1.00 2.74 0.44
C8 -2.08 3.06 1.42
C9 -3.27 2.39 1.50
S1 -4.31 3.00 2.71
C10 -3.15 4.21 3.14
C11 -2.02 4.11 2.37
H3 -1.18 4.77 2.49
C12 -3.38 5.19 4.20
O3 -2.55 6.04 4.47
C13 -4.70 5.08 4.92
H4 -4.78 4.10 5.39
H5 -4.76 5.85 5.69
H6 -5.51 5.20 4.21
H7 -3.57 1.55 0.90
H8 -0.04 3.14 0.82
H9 -1.22 3.25 -0.50
C14 -0.14 1.01 -1.00
C15 -0.27 -0.47 -1.34
H10 -1.33 -0.69 -1.53
H11 0.30 -0.69 -2.24
H12 -0.51 1.61 -1.84
H13 0.93 1.26 -0.85
H14 -1.01 0.86 2.20
H15 0.63 0.84 1.53
H16 -0.12 -1.44 1.95
H17 -1.59 -1.18 0.99
C16 -0.07 -2.85 -0.45
C17 0.70 -3.41 -1.60
C18 0.21 -3.31 -2.90
C19 0.92 -3.80 -3.98
C20 2.14 -4.41 -3.79
C21 2.65 -4.54 -2.50
C22 1.93 -4.05 -1.43
Cl1 2.60 -4.24 0.16
H18 3.59 -5.03 -2.33
H19 2.71 -4.79 -4.62
H20 0.51 -3.70 -4.98
H21 -0.75 -2.85 -3.06
H22 0.16 -3.40 0.46
H23 -1.14 -2.95 -0.65
H24 5.44 -1.11 -2.41
H25 4.05 -2.12 -2.88
H26 3.98 -0.36 -3.07

Atomic partial charges in e from the Mulliken method, atoms 1 to 5: -1.038 -0.333 0.334 0.302 -0.060

***

Record 5
C17H21NO5S2 in the gas phase at a distorted geometry. Source: the Open Molecules 2025 dataset; level of theory: wB97M-V/def2-TZVPD.

As for the calculated total energy: -51367.092 eV. Its charge is 0. The highest occupied orbital energy is -7.898 eV. Its relative energy (zero: lowest compared OMol25 entry of this formula, charge and spin) is 0.00 kJ/mol.

CARTESIAN COORDINATES (ANGSTROEM)
O1 -0.64 1.40 -3.00
O2 -1.11 0.21 -5.06
O3 -2.81 1.72 -4.07
O4 1.77 1.53 1.94
O5 0.19 -0.14 2.19
S1 2.43 0.22 -3.21
C1 1.39 -1.12 -3.62
C2 2.17 1.09 -0.49
C3 0.28 -0.94 -0.15
C4 1.55 0.90 0.76
C5 0.68 -0.13 0.92
C6 1.82 0.24 -1.57
C7 0.84 -0.75 -1.43
N1 0.57 -1.45 -2.60
C8 1.45 -1.71 -5.01
C9 -0.52 -2.44 -2.65
C10 -0.57 1.40 5.52
C11 0.43 0.25 5.27
C12 -1.19 1.89 4.20
C13 1.43 0.59 4.16
C14 -0.17 2.19 3.12
C15 -1.88 -1.99 -3.30
C16 0.79 1.01 2.84
C17 -2.42 -0.63 -2.89
S2 -1.69 0.75 -3.82
H1 2.91 1.86 -0.56
H2 -0.47 -1.68 0.05
H3 2.44 -2.09 -5.25
H4 1.19 -1.01 -5.76
H5 0.74 -2.56 -5.15
H6 -0.10 -3.34 -3.08
H7 -0.73 -2.79 -1.64
H8 -0.06 2.25 5.98
H9 -1.40 1.06 6.16
H10 0.94 0.01 6.19
H11 -0.15 -0.65 4.97
H12 -1.95 1.18 3.86
H13 -1.79 2.80 4.42
H14 2.12 1.40 4.49
H15 2.04 -0.27 4.02
H16 -0.68 2.50 2.22
H17 0.36 3.08 3.45
H18 -1.77 -2.05 -4.39
H19 -2.61 -2.73 -3.02
H20 -2.36 -0.47 -1.81
H21 -3.47 -0.61 -3.21

Atomic partial charges in e from the Mulliken method, atoms 1 to 5: -0.618 -0.684 -0.724 -0.477 -0.491

***

Record 6
2 unconnected molecules or ions with the total composition C8H7N2O2 at a distorted geometry. Source: the Open Molecules 2025 dataset; level of theory: wB97M-V/def2-TZVPD.

As for the calculated total energy: -15482.642 eV. Its charge is -1. The highest occupied orbital energy is -2.560 eV. Its relative energy (zero: lowest compared OMol25 entry of this formula, charge and spin) is 160.90 kJ/mol.

CARTESIAN COORDINATES (ANGSTROEM)
C1 2.02 -1.53 0.12
C2 0.86 -0.77 0.24
C3 0.40 -0.67 -1.08
C4 -1.98 -0.75 -2.85
C5 -0.11 -0.12 1.23
C6 -0.94 1.36 -0.83
C7 -1.25 0.36 0.26
C8 -0.86 -0.03 -1.11
N1 2.34 -1.74 -1.17
N2 1.26 -1.30 -1.84
O1 -1.11 -0.76 -3.62
O2 -3.09 -0.86 -2.53
H1 2.73 -1.79 1.00
H2 -0.55 -0.83 1.96
H3 0.36 0.66 1.65
H4 -1.90 1.88 -1.21
H5 -0.13 2.14 -0.95
H6 -2.16 0.31 0.73
H7 1.23 -1.35 -2.91

Atomic partial charges in e from the Mulliken method, atoms 1 to 5: -0.535 0.340 -0.107 0.680 -0.745

***

Record 7
C25H31FN4O3S in the gas phase. Source: the Open Molecules 2025 dataset; level of theory: wB97M-V/def2-TZVPD.

As for the calculated total energy: -52083.203 eV. Its charge is 0. The highest occupied orbital energy is -7.905 eV. The SMILES is O=C(C1CCC1)N1CCc2cc(S(=O)(=O)NCCN3CCN(c4ccccc4F)CC3)ccc21.

CARTESIAN COORDINATES (ANGSTROEM)
O1 -1.78 3.24 -0.51
C1 -1.16 3.13 0.52
N1 -1.02 1.94 1.17
C2 -1.59 0.73 0.77
C3 -2.49 0.50 -0.27
C4 -2.92 -0.80 -0.48
C5 -2.46 -1.83 0.32
C6 -1.57 -1.60 1.36
C7 -1.15 -0.31 1.59
C8 -0.21 0.21 2.63
H1 0.79 -0.21 2.49
H2 -0.54 -0.04 3.63
C9 -0.22 1.73 2.38
H3 -0.69 2.26 3.22
H4 0.79 2.12 2.23
H5 -1.24 -2.43 1.96
S1 -2.94 -3.51 -0.03
O2 -4.32 -3.73 0.24
O3 -1.99 -4.39 0.60
N2 -2.80 -3.55 -1.71
H6 -3.20 -4.41 -2.06
C10 -1.51 -3.23 -2.28
H7 -1.66 -3.05 -3.35
H8 -1.23 -2.27 -1.82
C11 -0.38 -4.26 -2.04
N3 0.90 -3.70 -1.67
C12 0.93 -3.15 -0.33
C13 2.38 -2.82 0.05
N4 2.91 -1.84 -0.88
C14 2.72 -0.49 -0.64
C15 3.04 0.09 0.60
C16 2.95 1.44 0.85
C17 2.52 2.30 -0.14
C18 2.19 1.77 -1.38
C19 2.29 0.42 -1.62
H9 2.02 0.05 -2.60
H10 1.84 2.42 -2.17
H11 2.45 3.36 0.04
H12 3.25 1.80 1.83
F1 3.50 -0.69 1.62
C20 2.86 -2.36 -2.22
H13 3.28 -1.64 -2.92
C21 1.43 -2.75 -2.64
H14 1.46 -3.24 -3.62
H15 0.81 -1.85 -2.71
H16 3.48 -3.26 -2.23
H17 2.43 -2.47 1.07
H18 2.99 -3.73 -0.04
H19 0.51 -3.88 0.36
H20 0.34 -2.21 -0.25
H21 -0.23 -4.86 -2.94
H22 -0.69 -4.92 -1.23
H23 -3.62 -1.03 -1.27
H24 -2.82 1.31 -0.89
C22 -0.52 4.32 1.22
H25 0.54 4.11 1.41
C23 -0.76 5.67 0.53
H26 0.12 6.16 0.14
H27 -1.50 5.58 -0.27
C24 -1.33 6.24 1.84
H28 -2.32 6.67 1.77
H29 -0.67 6.95 2.32
C25 -1.27 4.83 2.47
H30 -0.71 4.77 3.40
H31 -2.25 4.38 2.60

Atomic partial charges in e from the Mulliken method, atoms 1 to 5: -0.701 0.201 0.536 0.032 -1.340

***

Record 8
C5H7NO in the gas phase. Source: the Open Molecules 2025 dataset; level of theory: wB97M-V/def2-TZVPD.

As for the calculated total energy: -8834.075 eV. Its charge is 0. The highest occupied orbital energy is -9.516 eV. The SMILES is C[C@]12N[C@H]1CC2=O. Its relative energy (zero: lowest compared OMol25 entry of this formula, charge and spin) is 205.26 kJ/mol.

CARTESIAN COORDINATES (ANGSTROEM)
C1 -1.97 -0.06 0.13
C2 -0.46 -0.02 0.00
N1 0.19 -1.00 0.88
C3 0.72 0.33 0.89
C4 1.69 0.43 -0.29
C5 0.46 0.18 -1.19
O1 0.27 0.24 -2.38
H1 -2.52 0.37 -0.70
H2 -2.32 0.44 1.04
H3 -2.24 -1.12 0.19
H4 0.80 -1.67 0.40
H5 0.76 0.89 1.81
H6 2.43 -0.38 -0.29
H7 2.19 1.38 -0.49

Atomic partial charges in e from the Mulliken method, atoms 1 to 5: -1.188 0.642 -0.538 -0.102 -0.664

***

Record 9
16 unconnected molecules or ions with the total composition ClH30O19 at a distorted geometry. Source: the Open Molecules 2025 dataset; level of theory: wB97M-V/def2-TZVPD.

As for the calculated total energy: -51907.653 eV. Its charge is -1. The highest occupied orbital energy is -7.543 eV. Its relative energy (zero: lowest compared OMol25 entry of this formula, charge and spin) is 15.23 kJ/mol.

CARTESIAN COORDINATES (ANGSTROEM)
Cl1 0.28 0.09 -0.13
O1 1.45 0.35 0.69
O2 0.68 -0.84 -1.24
O3 -0.84 -0.53 0.61
O4 -0.13 1.41 -0.69
O5 2.88 -2.96 -1.15
H1 2.56 -2.56 -0.35
H2 2.20 -2.95 -1.81
O6 4.31 2.46 1.39
H3 5.08 2.27 0.79
H4 3.59 2.16 0.82
O7 -3.43 -1.04 2.46
H5 -2.97 -1.83 2.13
H6 -3.47 -1.28 3.39
O8 -1.61 -2.21 -3.32
H7 -2.28 -2.24 -2.63
H8 -0.83 -2.49 -2.87
O9 -0.22 -3.27 -0.35
H9 -0.85 -3.14 0.36
H10 0.29 -2.47 -0.39
O10 -2.98 1.01 -0.43
H11 -2.27 1.00 0.22
H12 -2.58 0.90 -1.31
O11 -2.97 -1.92 -0.71
H13 -2.74 -1.07 -0.33
H14 -3.80 -1.75 -1.19
O12 -1.87 1.33 2.75
H15 -2.42 0.62 2.51
H16 -2.47 1.94 3.23
O13 0.84 1.63 -3.36
H17 1.57 1.03 -3.19
H18 0.17 1.45 -2.73
O14 1.02 2.17 2.85
H19 0.20 1.69 2.76
H20 1.21 2.43 1.97
O15 -0.03 -1.18 3.05
H21 -0.68 -0.83 2.44
H22 -0.47 -0.92 3.86
O16 1.82 3.20 0.32
H23 1.37 4.00 0.11
H24 1.25 2.47 0.00
O17 2.29 -2.26 1.33
H25 1.59 -2.94 1.50
H26 1.96 -1.38 1.46
O18 -0.93 3.51 -2.31
H27 -1.30 4.25 -1.82
H28 -0.95 2.75 -1.77
O19 2.52 -0.49 -3.03
H29 2.02 -0.99 -3.66
H30 1.94 -0.60 -2.23

Atomic partial charges in e from the Mulliken method, atoms 1 to 5: 1.033 -0.656 -0.293 0.187 -0.599

***

Record 10
4 unconnected molecules or ions with the total composition C8H24O4 at a distorted geometry. Source: the Open Molecules 2025 dataset; level of theory: wB97M-V/def2-TZVPD.

As for the calculated total energy: -16872.189 eV. Its charge is 0. The highest occupied orbital energy is -9.891 eV. The SMILES is CCO.CCO.CCO.CCO. Its relative energy (zero: lowest compared OMol25 entry of this formula, charge and spin) is 243.12 kJ/mol.

CARTESIAN COORDINATES (ANGSTROEM)
C1 -2.52 -2.45 -7.66
C2 -1.11 -2.47 -7.06
O1 -0.72 -3.78 -6.60
H1 -2.72 -1.41 -7.92
H2 -3.33 -2.87 -7.07
H3 -2.64 -2.90 -8.65
H4 -0.91 -1.72 -6.30
H5 -0.37 -2.29 -7.84
H6 -1.30 -4.15 -5.94
C3 4.66 -1.35 3.27
C4 3.92 -0.10 2.62
O2 3.80 -0.47 1.33
H7 4.63 -1.34 4.36
H8 5.53 -1.72 2.73
H9 4.11 -2.29 3.27
H10 4.57 0.76 2.80
H11 2.90 -0.03 3.01
H12 4.68 -0.52 0.96
C5 -0.97 0.71 -2.16
C6 -0.98 -0.37 -1.04
O3 -1.93 0.06 -0.09
H13 -1.92 0.66 -2.68
H14 -0.26 0.42 -2.94
H15 -0.67 1.73 -1.89
H16 -0.03 -0.60 -0.56
H17 -1.27 -1.33 -1.48
H18 -1.50 0.85 0.24
C7 -1.88 4.05 6.05
C8 -1.47 2.71 5.49
O4 -0.35 2.26 6.18
H19 -1.91 4.03 7.14
H20 -2.78 4.27 5.47
H21 -1.22 4.92 5.91
H22 -1.26 2.85 4.43
H23 -2.18 1.89 5.55
H24 -0.61 1.98 7.06

Atomic partial charges in e from the Mulliken method, atoms 1 to 5: -0.919 -0.186 -0.524 0.297 0.308

***

Record 11
A gas-phase ion, C6H12NO (charge +1) at a distorted geometry. Source: the Open Molecules 2025 dataset; level of theory: wB97M-V/def2-TZVPD.

As for the calculated total energy: -9944.069 eV. Its charge is +1. The highest occupied orbital energy is -15.142 eV. The SMILES is CC1(C)O[C@H]1[NH+]1CC1. Its relative energy (zero: lowest compared OMol25 entry of this formula, charge and spin) is 292.90 kJ/mol.

CARTESIAN COORDINATES (ANGSTROEM)
C1 2.25 -1.62 -0.07
C2 2.55 -0.37 -0.85
C3 0.00 -0.35 0.86
C4 -1.30 0.25 0.40
C5 -1.41 0.71 -1.01
C6 -2.10 0.88 1.46
N1 1.16 -0.67 -0.30
O1 -1.02 -1.20 0.59
H1 2.31 -2.49 -0.65
H2 2.50 -1.87 0.98
H3 2.76 -0.53 -1.88
H4 3.05 0.42 -0.42
H5 -2.40 0.90 -1.43
H6 -0.93 -0.14 -1.53
H7 -0.80 1.64 -1.23
H8 -1.79 0.32 2.37
H9 -3.11 0.69 1.11
H10 -1.92 1.98 1.63
H11 0.44 -0.91 -0.97
H12 0.43 -0.30 1.83

Atomic partial charges in e from the Mulliken method, atoms 1 to 5: -0.409 -0.272 -0.234 0.994 -1.269

***

Record 12
A molecular structure, C2H6FMgO2 at a distorted geometry. Source: the Open Molecules 2025 dataset; level of theory: wB97M-V/def2-TZVPD.

As for the calculated total energy: -14428.148 eV. Its charge is 0. Its spin multiplicity is 2. The highest occupied orbital energy (alpha / beta) is -6.315 / -10.959 eV. As for the expectation value of S²: 0.7504.

CARTESIAN COORDINATES (ANGSTROEM)
C1 -1.65 -0.38 0.00
O1 -0.41 0.28 -0.23
C2 0.71 -0.57 -0.53
O2 1.81 0.23 -0.63
Mg1 0.22 2.21 0.31
H1 -2.32 0.38 0.42
H2 -2.04 -0.75 -0.95
H3 -1.50 -1.20 0.71
H4 0.49 -1.06 -1.50
H5 0.79 -1.31 0.29
H6 2.14 0.58 0.43
F1 1.76 1.59 1.66

Atomic partial charges in e from the Mulliken method, atoms 1 to 5: -0.582 -0.036 -0.137 -0.685 0.359